Entry 1:
Formula: C3H10N2
Source: the Open Molecules 2025 dataset
Level of theory: ωB97M-V/def2-TZVPD

The largest force on an atom is 4.295 eV Å⁻¹. The value obtained for the HOMO-LUMO gap is 10.16 eV. The SMILES is C=C.NCN. The spin multiplicity is 1. For the HOMO energy, the calculation gives -9.10 eV. As for the energy relative to the best compared isomer or geometry (same formula, charge and spin): 50.8 kcal per mole. The net charge is 0. As for the LUMO energy: 0.0390 Ha.

Each line ends with the Mulliken charge.
CARTESIAN COORDINATES (ANGSTROEM)
C 2.37 -0.15 0.01  -0.454
C 2.04 -0.42 1.32  -0.435
H 3.32 0.55 -0.12  0.166
H 1.94 -0.52 -0.90  0.280
H 2.55 -0.02 2.29  0.183
H 1.14 -0.92 1.68  0.281
N -1.63 1.46 -0.68  -0.555
C -1.58 0.19 0.09  -0.387
N -1.32 -1.07 -0.56  -0.516
H -2.33 1.44 -1.46  0.235
H -0.68 1.63 -0.91  0.244
H -2.49 0.09 0.72  0.358
H -0.82 0.10 0.94  0.184
H -0.43 -1.02 -1.12  0.185
H -2.07 -1.33 -1.30  0.232

=====

Entry 2:
Formula: C3H10N2O
Source: the Open Molecules 2025 dataset
Level of theory: ωB97M-V/def2-TZVPD

The largest force on an atom is 4.766 eV Å⁻¹. The value obtained for the HOMO-LUMO gap is 9.74 eV. The spin multiplicity is 1. For the HOMO energy, the calculation gives -9.18 eV. As for the energy relative to the best compared isomer or geometry (same formula, charge and spin): 53.7 kcal per mole. The net charge is 0. As for the LUMO energy: 0.0206 Ha.

Each line ends with the Mulliken charge.
CARTESIAN COORDINATES (ANGSTROEM)
C 0.70 0.11 -0.51  -0.117
N 1.02 1.33 0.19  -0.571
N 1.70 -0.92 -0.41  -0.672
H 1.89 1.73 -0.17  0.247
H 1.15 1.14 1.18  0.248
H 1.51 -1.65 -1.10  0.272
H 1.65 -1.36 0.51  0.293
H 0.61 0.37 -1.57  0.404
H 0.14 -0.74 2.24  -0.062
C -1.83 0.60 -0.48  -1.346
C -0.78 -0.39 -0.05  0.672
O -0.98 -1.59 -0.05  -0.510
H -0.55 -1.18 2.14  0.116
H -1.88 0.64 -1.57  0.296
H -1.53 1.60 -0.19  0.373
H -2.82 0.31 -0.15  0.357

=====

Entry 3:
Formula: C3H10N2O
Source: the Open Molecules 2025 dataset
Level of theory: ωB97M-V/def2-TZVPD

The largest force on an atom is 2.229 eV Å⁻¹. The value obtained for the HOMO-LUMO gap is 9.11 eV. The SMILES is [H]/N=C/N.CCO. The spin multiplicity is 1. For the HOMO energy, the calculation gives -8.08 eV. As for the energy relative to the best compared isomer or geometry (same formula, charge and spin): 69.3 kcal per mole. The net charge is 0. As for the LUMO energy: 0.0377 Ha.

Each line ends with the Mulliken charge.
CARTESIAN COORDINATES (ANGSTROEM)
H 3.85 1.24 2.15  0.206
N 3.40 0.48 1.68  -0.641
C 3.61 -0.75 1.98  0.104
N 4.34 -1.56 1.18  -0.440
H 3.00 -1.18 2.79  0.298
H 4.45 -1.19 0.25  0.278
H 4.68 -2.48 1.38  0.195
C -2.71 0.74 -2.20  -0.887
C -2.83 0.41 -0.71  -0.269
O -4.21 0.24 -0.33  -0.517
H -2.55 -0.10 -2.87  0.285
H -3.77 0.88 -2.48  0.283
H -2.19 1.65 -2.49  0.290
H -2.39 1.17 -0.06  0.310
H -2.28 -0.51 -0.51  0.207
H -4.38 0.97 0.23  0.297